Entry 1:
Entry from the Open Molecules 2025 dataset: a structure of composition C22H49N2OP3ReS at a distorted geometry (wB97M-V/def2-TZVPD).

```
! RIJCOSX wB97M-V def2-TZVPD def2/J DEFGRID3
* xyz 4 4
Re 0.90 -0.18 -0.24
P -0.28 1.79 0.90
P -2.26 -0.73 -0.40
P 2.54 1.12 -0.77
H 1.72 -1.41 -2.77
C 2.20 -1.36 -1.74
C 1.59 -2.00 -0.56
H 0.93 -2.87 -0.68
C -1.12 3.04 -0.16
C -1.54 1.54 2.23
C 0.83 2.83 1.93
C -2.66 -2.49 -0.87
C -3.68 -0.53 0.80
C -3.06 0.22 -1.81
C 3.88 0.66 -1.85
C 3.46 1.21 0.80
C 2.25 2.81 -1.25
H 3.26 -1.78 -1.90
H 2.41 -2.15 0.19
H -1.49 3.84 0.50
H -1.98 2.60 -0.69
H -0.42 3.48 -0.88
H -1.37 2.27 3.04
H -1.49 0.53 2.69
H -2.55 1.73 1.83
H 0.27 3.73 2.21
H 1.74 3.13 1.39
H 1.13 2.29 2.85
H -3.65 -2.79 -0.46
H -1.87 -3.15 -0.48
H -2.78 -2.60 -1.97
H -4.51 0.03 0.33
H -3.39 0.02 1.69
H -4.07 -1.51 1.11
H -3.49 -0.50 -2.52
H -2.33 0.84 -2.36
H -3.88 0.84 -1.42
H 4.65 1.44 -1.76
H 3.48 0.64 -2.87
H 4.30 -0.31 -1.59
H 4.00 2.16 0.74
H 4.17 0.38 0.84
H 2.86 1.19 1.71
H 3.22 3.15 -1.62
H 1.94 3.45 -0.43
H 1.53 2.92 -2.06
C -0.94 -0.59 -4.18
C -0.49 0.64 -4.72
C -0.97 1.03 -5.96
C -1.78 0.17 -6.64
C -2.18 -1.09 -6.11
C -1.76 -1.52 -4.82
S -0.46 -1.05 -2.60
H 0.15 0.14 -2.15
H 0.14 1.17 -4.05
H -0.73 2.00 -6.39
H -2.16 0.48 -7.60
H -2.79 -1.73 -6.77
H -2.00 -2.46 -4.30
C 2.93 -1.33 3.18
N 1.62 -0.88 3.60
C 1.57 0.00 4.75
C 0.53 -1.21 2.86
O 0.58 -1.21 1.58
N -0.66 -1.57 3.43
C -0.86 -1.57 4.86
C -1.54 -2.49 2.70
H 3.23 -2.25 3.71
H 3.64 -0.54 3.44
H 2.92 -1.51 2.10
H 0.72 0.70 4.69
H 1.50 -0.58 5.68
H 2.50 0.58 4.76
H -1.78 -2.12 5.02
H -0.04 -2.06 5.41
H -1.01 -0.56 5.25
H -1.42 -2.29 1.64
H -1.30 -3.53 2.96
H -2.57 -2.30 3.01
*
```

Summary:
- relative energy (zero: lowest compared OMol25 entry of this formula, charge and spin) (kcal/mol) = 142.22
- E_tot (a.u.) = -2551.161849
- E_HOMO (alpha / beta) (eV) = -19.6 / -19.7
- expectation value of S² = 3.817
- HOMO-LUMO gap (alpha / beta) (eV) = 6.48 / 4.04


Entry 2:
Entry from the Open Molecules 2025 dataset: a cluster of 9 separate species, C22H49N3O6S6 in total at a distorted geometry (wB97M-V/def2-TZVPD).

```
! RIJCOSX wB97M-V def2-TZVPD def2/J DEFGRID3
* xyz 0 1
C 3.59 3.67 0.00
S 4.38 4.53 1.38
O 5.46 5.33 0.76
C 3.03 5.71 1.64
H 3.09 2.74 0.27
H 4.38 3.35 -0.68
H 2.96 4.33 -0.59
H 3.50 6.68 1.78
H 2.41 5.45 2.49
H 2.40 5.84 0.76
C 4.25 -4.39 0.56
S 2.93 -5.47 -0.01
O 2.56 -5.00 -1.36
C 3.95 -6.93 -0.19
H 4.63 -4.64 1.55
H 3.90 -3.36 0.59
H 5.01 -4.46 -0.22
H 4.37 -7.16 0.79
H 4.71 -6.82 -0.95
H 3.26 -7.72 -0.48
C -4.72 3.48 0.90
S -4.11 2.55 2.31
O -3.30 3.51 3.08
C -2.92 1.57 1.39
H -5.15 4.40 1.28
H -5.50 2.91 0.38
H -3.93 3.77 0.21
H -2.29 1.03 2.09
H -2.27 2.31 0.91
H -3.41 0.95 0.64
C 1.59 -1.59 0.35
S 0.31 -0.39 0.68
O 0.78 0.95 0.20
C -0.88 -0.97 -0.50
H 1.41 -2.44 1.00
H 2.55 -1.22 0.70
H 1.69 -1.76 -0.72
H -1.00 -2.05 -0.51
H -0.56 -0.53 -1.45
H -1.83 -0.47 -0.28
C -0.75 -5.06 -3.28
S -1.16 -4.23 -4.82
O 0.05 -4.28 -5.65
C -1.25 -2.61 -4.08
H -1.60 -5.06 -2.60
H 0.09 -4.48 -2.89
H -0.45 -6.10 -3.44
H -0.28 -2.31 -3.70
H -2.01 -2.59 -3.29
H -1.55 -1.90 -4.85
C -4.12 -3.20 0.27
S -2.82 -4.42 0.34
O -1.58 -3.74 0.78
C -3.46 -5.35 1.71
H -4.07 -2.58 1.17
H -5.08 -3.66 0.05
H -3.91 -2.57 -0.60
H -3.67 -4.74 2.60
H -2.69 -6.04 2.08
H -4.36 -5.89 1.41
C -4.89 1.84 -2.83
C -4.17 0.60 -2.62
N -3.59 -0.38 -2.46
H -5.68 1.66 -3.56
H -4.23 2.59 -3.26
H -5.36 2.21 -1.93
N 0.08 3.42 -1.16
C 0.50 3.78 -2.40
C -0.09 4.98 -2.70
C -0.70 5.45 -1.51
C -0.64 4.43 -0.59
H 0.29 2.52 -0.74
H 1.07 3.07 -2.98
H 0.07 5.60 -3.57
H -1.08 6.44 -1.33
H -1.00 4.37 0.42
N 2.15 2.13 4.17
C 3.00 2.39 5.22
C 4.28 2.32 4.73
C 4.19 1.82 3.40
C 2.87 1.73 3.07
H 1.15 2.20 4.22
H 2.57 2.62 6.18
H 5.19 2.38 5.30
H 5.04 1.50 2.82
H 2.41 1.46 2.14
*
```

Summary:
- E_tot (a.u.) = -3872.255803
- E_HOMO (eV) = -8.0
- HOMO-LUMO gap (eV) = 7.95


Entry 3:
Entry from the Open Molecules 2025 dataset: a cluster of 3 separate species, C22H49N4O6P in total (wB97M-V/def2-TZVPD).

```
! RIJCOSX wB97M-V def2-TZVPD def2/J DEFGRID3
* xyz 0 3
N -5.64 1.98 0.58
P -4.67 0.84 0.25
O -4.75 -0.50 1.12
O -4.84 0.32 -1.25
C -2.90 1.37 0.33
O -2.01 0.52 1.04
C -1.78 -0.73 0.42
C -0.29 -0.95 0.14
O -0.12 -1.52 -1.15
C -0.19 -0.57 -2.20
N -1.10 -1.00 -3.23
H -6.28 1.75 1.33
H -4.08 -0.51 1.82
H -4.34 -0.48 -1.43
H -2.94 2.33 0.83
H -2.54 1.56 -0.69
H -2.16 -1.53 1.06
H -2.29 -0.81 -0.55
H 0.15 -1.67 0.83
H 0.26 -0.01 0.21
H 0.83 -0.45 -2.59
H -0.52 0.40 -1.80
H -0.63 -1.30 -4.07
H -1.74 -0.26 -3.49
C -0.19 5.77 -3.91
C -1.38 5.42 -3.01
C -2.07 6.68 -2.48
C -1.29 7.40 -1.39
C -0.96 6.44 -0.25
C -0.21 5.19 -0.71
N -0.96 4.56 -1.85
O -1.90 3.79 -1.45
C 1.24 5.54 -1.11
C -0.13 4.17 0.42
C -2.36 4.62 -3.86
H 0.59 6.34 -3.41
H 0.26 4.87 -4.32
H -0.54 6.38 -4.74
H -3.05 6.40 -2.08
H -2.25 7.35 -3.32
H -0.38 7.84 -1.80
H -1.88 8.23 -1.00
H -0.35 6.93 0.52
H -1.89 6.13 0.24
H 1.69 4.73 -1.68
H 1.83 5.67 -0.20
H 1.33 6.46 -1.67
H -1.11 3.93 0.81
H 0.47 4.59 1.22
H 0.34 3.24 0.08
H -1.92 3.67 -4.17
H -2.58 5.20 -4.76
H -3.29 4.42 -3.34
C 3.57 -7.29 3.19
C 2.69 -6.07 3.48
C 1.24 -6.32 3.04
C 1.04 -6.26 1.53
C 1.56 -4.93 0.98
C 3.03 -4.68 1.33
N 3.21 -4.83 2.81
O 2.92 -3.76 3.46
C 3.94 -5.63 0.54
C 3.43 -3.27 0.93
C 2.73 -5.85 4.99
H 3.64 -7.55 2.14
H 4.58 -7.12 3.56
H 3.16 -8.16 3.71
H 0.60 -5.56 3.51
H 0.92 -7.29 3.43
H 1.52 -7.10 1.04
H -0.03 -6.34 1.30
H 1.46 -4.90 -0.11
H 0.94 -4.12 1.37
H 4.94 -5.65 0.96
H 4.02 -5.27 -0.49
H 3.57 -6.65 0.48
H 2.79 -2.50 1.38
H 3.35 -3.18 -0.15
H 4.46 -3.05 1.22
H 3.73 -5.57 5.31
H 2.45 -6.78 5.48
H 2.04 -5.07 5.31
*
```

Summary:
- E_tot (a.u.) = -1879.365971
- E_HOMO (alpha / beta) (eV) = -8.1 / -8.8
- expectation value of S² = 2.008
- HOMO-LUMO gap (alpha / beta) (eV) = 8.67 / 9.11


Entry 4:
Entry from the Open Molecules 2025 dataset: a structure of composition C22H4F4N6O8Rh at a distorted geometry (wB97M-V/def2-TZVPD).

```
! RIJCOSX wB97M-V def2-TZVPD def2/J DEFGRID3
* xyz -1 5
Rh -0.75 0.63 -0.29
O -2.45 3.98 1.44
C -2.02 3.03 0.89
O -1.47 1.95 1.13
C -2.27 3.04 -1.26
O -2.75 4.04 -1.68
O -1.84 1.95 -1.64
O 3.91 -1.14 5.64
C 4.50 -0.72 4.67
O 5.62 -0.62 4.19
C 3.39 -0.17 3.57
C 3.68 1.00 2.91
C 2.72 1.44 2.01
N 1.59 0.78 1.76
C 1.35 -0.34 2.42
C 2.23 -0.87 3.37
C 0.05 -1.10 2.16
O -0.29 -1.93 2.98
O -0.57 -0.84 1.07
H 4.60 1.53 3.06
H 2.88 2.36 1.45
H 1.96 -1.77 3.90
F 1.97 -2.20 -0.06
C 2.72 -2.98 -0.85
C 3.61 -3.81 -0.25
F 3.68 -3.80 1.09
C 4.49 -4.66 -0.97
C 4.35 -4.55 -2.38
C 3.44 -3.72 -2.98
F 3.39 -3.72 -4.31
C 2.56 -2.89 -2.25
C 1.62 -2.02 -2.87
C 0.69 -1.29 -2.13
N -0.12 -0.70 -1.56
C 1.55 -1.79 -4.27
N 1.45 -1.52 -5.39
F 5.11 -5.31 -3.17
C 5.41 -5.53 -0.35
C 5.51 -5.69 1.05
N 5.63 -5.90 2.18
C 6.33 -6.34 -1.08
N 7.11 -7.02 -1.59
N 1.56 1.93 -1.95
C 0.86 1.77 -1.03
H 2.03 1.89 -2.83
*
```

Summary:
- E_tot (a.u.) = -2281.159899
- E_HOMO (alpha / beta) (eV) = -5.6 / -6.2
- expectation value of S² = 6.060
- HOMO-LUMO gap (alpha / beta) (eV) = 7.48 / 4.60


Entry 5:
Entry from the Open Molecules 2025 dataset: a cluster of 7 separate species, C22H50BBrNO7 in total (wB97M-V/def2-TZVPD).

```
! RIJCOSX wB97M-V def2-TZVPD def2/J DEFGRID3
* xyz -1 1
C 2.11 -1.30 0.12
C 2.33 -0.17 -0.85
C 3.54 -0.07 -1.55
C 3.77 0.97 -2.44
C 2.78 1.92 -2.66
C 1.58 1.83 -1.97
C 1.32 0.79 -1.07
C -0.02 0.70 -0.41
B -1.18 0.24 -1.52
N -2.06 1.46 -1.98
C -2.17 -0.99 -0.93
C -2.56 -1.77 -2.11
O -3.47 -1.61 -2.86
Br -1.28 -3.25 -2.59
H 2.22 -0.97 1.15
H 1.11 -1.72 0.00
H 2.84 -2.09 -0.10
H 4.30 -0.82 -1.37
H 4.72 1.03 -2.97
H 2.96 2.72 -3.37
H 0.79 2.57 -2.15
H -0.32 1.67 -0.01
H 0.02 0.00 0.42
H -0.60 -0.22 -2.51
H -1.75 1.74 -2.90
H -3.01 1.11 -2.14
H -1.64 -1.61 -0.21
H -3.09 -0.57 -0.52
C -1.00 5.95 -0.60
C -1.15 4.68 0.23
O 0.05 3.93 0.28
H -0.69 5.69 -1.61
H -1.95 6.50 -0.65
H -0.25 6.61 -0.17
H -1.89 4.02 -0.22
H -1.49 4.93 1.24
H 0.74 4.46 0.67
C 7.32 -2.79 -3.95
C 6.13 -2.38 -3.10
O 6.52 -1.88 -1.83
H 7.92 -3.54 -3.43
H 7.00 -3.19 -4.91
H 7.96 -1.92 -4.15
H 5.50 -3.24 -2.89
H 5.52 -1.64 -3.62
H 7.06 -1.09 -1.97
C -1.48 -3.36 2.55
C -0.56 -4.07 1.57
O 0.80 -3.75 1.81
H -1.35 -2.28 2.47
H -2.53 -3.60 2.34
H -1.25 -3.65 3.58
H -0.80 -3.77 0.55
H -0.70 -5.16 1.64
H 1.01 -4.01 2.71
C -5.93 2.96 -2.18
C -5.52 3.10 -0.72
O -4.64 2.07 -0.31
H -6.41 1.99 -2.34
H -6.63 3.75 -2.47
H -5.06 3.01 -2.83
H -6.39 3.04 -0.07
H -5.05 4.09 -0.56
H -3.85 2.13 -0.87
C 4.93 1.65 3.37
C 4.02 1.25 2.23
O 2.89 0.50 2.67
H 5.27 0.77 3.92
H 5.80 2.20 3.01
H 4.39 2.29 4.08
H 4.54 0.60 1.53
H 3.68 2.13 1.67
H 2.37 1.05 3.26
C -5.52 -3.10 3.37
C -5.09 -4.08 4.45
O -4.92 -3.43 5.71
H -4.79 -2.30 3.28
H -5.62 -3.60 2.41
H -6.48 -2.64 3.63
H -4.13 -4.52 4.20
H -5.82 -4.89 4.55
H -5.76 -3.04 5.96
*
```

Summary:
- E_tot (a.u.) = -4048.590152
- E_HOMO (eV) = -4.5
- HOMO-LUMO gap (eV) = 7.00


Entry 6:
Entry from the Open Molecules 2025 dataset: a cluster of 8 separate species, C22H50Cl2N6O8 in total at a distorted geometry (wB97M-V/def2-TZVPD).

```
! RIJCOSX wB97M-V def2-TZVPD def2/J DEFGRID3
* xyz -1 2
O -0.72 1.25 0.11
C 0.00 0.14 0.64
C 1.22 -0.54 -0.13
O 2.14 0.30 -0.81
H -0.76 -0.65 0.71
H 0.21 0.23 1.71
H 0.82 -1.18 -0.92
H 1.64 -1.33 0.48
C -2.11 0.90 -4.84
C -1.52 1.09 -3.46
O -0.63 1.92 -3.32
N -2.08 0.53 -2.38
C -2.84 -0.68 -2.28
H -1.37 0.67 -5.62
H -2.69 1.77 -5.14
H -2.86 0.11 -4.77
H -1.67 0.80 -1.50
H -2.82 -0.98 -1.23
H -2.48 -1.48 -2.93
H -3.90 -0.43 -2.38
C -0.55 -0.67 4.43
C 0.95 -0.84 4.47
O 1.68 -0.11 5.13
N 1.46 -1.79 3.71
C 2.86 -2.13 3.71
H -0.65 0.35 4.06
H -0.90 -0.59 5.46
H -1.02 -1.41 3.79
H 0.88 -2.11 2.95
H 3.22 -2.40 4.70
H 3.40 -1.24 3.38
H 2.96 -2.92 2.97
C -3.77 2.93 0.08
C -4.16 1.79 0.97
O -5.18 1.86 1.61
N -3.35 0.71 1.07
C -3.57 -0.42 1.91
H -3.91 3.85 0.66
H -4.44 2.95 -0.78
H -2.70 2.97 -0.15
H -2.43 0.82 0.66
H -2.59 -0.88 2.09
H -4.33 -1.05 1.46
H -3.90 -0.15 2.91
C 3.87 -3.02 -1.43
C 4.84 -2.43 -0.38
O 5.76 -3.00 0.10
N 4.58 -1.16 -0.10
C 5.39 -0.28 0.79
H 2.82 -2.95 -1.14
H 4.15 -3.98 -1.85
H 4.08 -2.39 -2.30
H 3.77 -0.71 -0.50
H 6.44 -0.20 0.50
H 5.40 -0.67 1.81
H 4.95 0.71 0.72
C -0.71 5.68 3.08
C -0.49 4.48 2.23
O 0.18 4.58 1.22
N -1.07 3.32 2.49
C -2.10 3.10 3.47
H 0.05 5.72 3.86
H -1.69 5.78 3.55
H -0.52 6.63 2.57
H -1.00 2.65 1.73
H -2.95 3.72 3.18
H -1.87 3.23 4.53
H -2.45 2.09 3.24
C 2.15 0.88 -5.94
C 2.27 0.91 -4.41
O 2.59 1.92 -3.78
N 2.05 -0.22 -3.72
C 1.53 -1.43 -4.33
H 1.18 1.25 -6.29
H 2.50 -0.05 -6.39
H 2.90 1.59 -6.28
H 2.17 -0.17 -2.72
H 2.28 -2.05 -4.80
H 0.66 -1.29 -4.98
H 1.16 -1.88 -3.41
Cl -1.15 -3.48 2.26
C -1.05 -3.53 0.49
C -1.91 -4.64 -0.09
Cl -3.49 -3.98 0.03
H 0.02 -3.70 0.39
H -1.26 -2.57 0.02
H -1.78 -5.56 0.47
H -1.78 -4.92 -1.14
*
```

Summary:
- E_tot (a.u.) = -2719.091873
- E_HOMO (alpha / beta) (eV) = -5.4 / -5.4
- expectation value of S² = 0.756
- HOMO-LUMO gap (alpha / beta) (eV) = 7.37 / 5.87


> Which formula does entry 5 have?

C22H50BBrNO7